i.
# C3H11NO3

3 unconnected molecules or ions with the total composition C3H11NO3 (ωB97M-V/def2-TZVPD, the OMol25 dataset).

Values from the calculation:
Gap between HOMO and LUMO (eV): 9.357
SMILES string: CNCC=O.O.O
E_HOMO (eV): -8.64
Total charge: 0

Each line ends with the natural charge from an NBO analysis.
CARTESIAN COORDINATES (ANGSTROEM)
C (-2.3486, -1.9516, 0.4011)  -0.4098
N (-1.6815, -0.8328, -0.2560)  -0.6163
C (-0.3650, -1.1219, -0.7586)  -0.3281
C (0.6043, 0.0591, -0.6421)  0.4403
O (0.3115, 1.1352, -1.0749)  -0.5168
H (-2.6927, -2.7067, -0.3075)  0.1681
H (-1.6533, -2.4237, 1.0896)  0.1901
H (-3.1322, -1.5711, 1.0445)  0.2031
H (-2.2880, -0.5427, -1.0098)  0.3607
H (-0.3175, -1.2783, -1.8522)  0.1963
H (0.0497, -2.0111, -0.2966)  0.1991
H (1.6434, -0.2376, -0.3967)  0.1109
H (-0.1978, 7.1171, 0.4725)  0.4695
H (0.9227, 6.0740, 0.7648)  0.4710
O (-0.0251, 6.2229, 0.7826)  -0.9404
H (3.9753, -2.4780, 0.0808)  0.4795
H (3.8165, -1.3973, 1.2565)  0.4810
O (3.3784, -2.0554, 0.7020)  -0.9582

***

ii.
# C3H11NO3

3 unconnected molecules or ions with the total composition C3H11NO3 (ωB97M-V/def2-TZVPD, the OMol25 dataset).

Values from the calculation:
Gap between HOMO and LUMO (eV): 9.859
SMILES string: NCCC=O.O.O
E_HOMO (eV): -9.14
Total charge: 0

Each line ends with the natural charge from an NBO analysis.
CARTESIAN COORDINATES (ANGSTROEM)
C (-1.3043, -1.8766, 0.7192)  -0.2076
C (-0.6964, -0.7060, -0.0896)  -0.5336
C (-0.9809, 0.6222, 0.5482)  0.4527
O (-0.2753, 1.1452, 1.3469)  -0.5261
N (-0.8115, -3.1703, 0.3311)  -0.8416
H (-2.3995, -1.8891, 0.7106)  0.1874
H (-1.1646, -1.6953, 1.7920)  0.1972
H (-1.2475, -0.7469, -1.0330)  0.2097
H (0.3763, -0.8447, -0.1898)  0.2326
H (-1.8885, 1.1548, 0.1978)  0.1001
H (0.0993, -3.3352, 0.7223)  0.3648
H (-0.9046, -3.3940, -0.6408)  0.3637
H (3.6918, 1.2310, -0.5020)  0.4732
H (2.6051, 2.3436, -0.5260)  0.4687
O (3.0297, 1.6786, 0.0208)  -0.9451
H (0.8156, 2.6000, -0.5475)  0.4883
H (0.5268, 3.9172, -1.4760)  0.4861
O (0.5285, 2.9653, -1.3841)  -0.9707

***

Energies, relative to the best one, in hartree: i 0.0160; ii 0.0000.

***

i.
# C3H11NO3

2 unconnected molecules or ions with the total composition C3H11NO3 (ωB97M-V/def2-TZVPD, the OMol25 dataset).

Values from the calculation:
Gap between HOMO and LUMO (eV): 10.451
SMILES string: NC(CO)CO.O
E_HOMO (eV): -10.05
Total charge: 0

Each line ends with the natural charge from an NBO analysis.
CARTESIAN COORDINATES (ANGSTROEM)
C (1.5919, 0.5385, 1.4792)  -0.0586
O (1.4368, 0.1900, 2.8316)  -0.7169
C (0.2602, 0.4628, 0.7369)  -0.1060
C (0.4436, 0.8147, -0.7299)  -0.0771
O (-0.8118, 0.7019, -1.4392)  -0.7366
N (-0.2767, -0.8714, 0.9724)  -0.8526
H (1.9227, 1.5830, 1.4608)  0.1816
H (2.3286, -0.0928, 0.9582)  0.1465
H (0.7502, -0.4930, 2.8533)  0.4837
H (-0.4298, 1.1521, 1.2130)  0.1996
H (1.1522, 0.1074, -1.1553)  0.1635
H (0.7822, 1.8523, -0.7893)  0.1818
H (-0.6070, 0.0467, -2.1131)  0.4668
H (0.3672, -1.5827, 0.6372)  0.3500
H (-1.1523, -1.0246, 0.4862)  0.3727
H (-2.5360, -1.8277, -2.1025)  0.4643
H (-2.4008, -0.3625, -2.5233)  0.4732
O (-2.8211, -1.1947, -2.7761)  -0.9358

***

ii.
# C3H11NO3

2 unconnected molecules or ions with the total composition C3H11NO3 (ωB97M-V/def2-TZVPD, the OMol25 dataset).

Values from the calculation:
Gap between HOMO and LUMO (eV): 9.651
SMILES string: OCCNCO.O
E_HOMO (eV): -9.10
Total charge: 0

Each line ends with the natural charge from an NBO analysis.
CARTESIAN COORDINATES (ANGSTROEM)
C (-0.5917, 0.7448, 1.2796)  -0.2466
C (-0.5994, -0.8348, 1.0495)  -0.0855
O (-0.0363, -1.7817, 1.8805)  -0.7665
N (0.5579, 1.3448, 0.7695)  -0.6722
C (0.8252, 1.3668, -0.6707)  0.0794
O (1.0571, 0.1800, -1.3864)  -0.7584
H (-1.5637, 1.0512, 0.6439)  0.1938
H (-0.8899, 1.1545, 2.3174)  0.2150
H (-0.1179, -1.0908, 0.0576)  0.1801
H (-1.5898, -1.2641, 1.0095)  0.1720
H (0.6208, -1.6484, 2.6722)  0.4849
H (1.3678, 1.3386, 1.4161)  0.3766
H (-0.1268, 1.5517, -1.2786)  0.1730
H (1.5334, 2.2331, -0.8743)  0.1768
H (2.0432, -0.1491, -1.4258)  0.4768
H (-0.5399, -2.1211, -2.4483)  0.4615
H (-0.8862, -0.6096, -2.2535)  0.4853
O (-1.0637, -1.4660, -2.7582)  -0.9459

***

iii.
# C3H11NO3

3 unconnected molecules or ions with the total composition C3H11NO3 (ωB97M-V/def2-TZVPD, the OMol25 dataset).

Values from the calculation:
Gap between HOMO and LUMO (eV): 9.821
E_HOMO (eV): -9.02
Total charge: 0

Each line ends with the natural charge from an NBO analysis.
CARTESIAN COORDINATES (ANGSTROEM)
C (-2.0627, 0.6108, -0.7894)  0.6330
N (-1.2649, -0.0834, -1.6321)  -0.8782
O (-1.7816, -1.1140, 0.3664)  -1.1515
O (-1.5926, 1.5487, -0.0222)  -0.6446
H (-0.6056, 1.4647, 0.1255)  0.5222
H (-1.8280, -1.3517, 1.3016)  0.4494
H (-3.1262, 0.7101, -0.9880)  0.1791
H (-1.8243, -0.5971, -2.3032)  0.3804
H (-0.8938, -0.8279, -0.9305)  0.4655
C (1.8248, 0.3405, -0.0046)  -0.0653
C (1.6739, -0.9011, 0.8552)  -0.6569
O (1.0188, 1.4384, 0.4784)  -0.7428
H (1.2020, 1.5726, 1.4158)  0.4812
H (1.4725, 0.1640, -1.0205)  0.1953
H (2.8678, 0.6687, -0.0584)  0.1676
H (2.0482, -0.7233, 1.8677)  0.1972
H (2.2480, -1.7260, 0.4281)  0.2192
H (0.6237, -1.1941, 0.9102)  0.2495

***

iv.
# C3H11NO3

2 unconnected molecules or ions with the total composition C3H11NO3 (ωB97M-V/def2-TZVPD, the OMol25 dataset).

Values from the calculation:
Gap between HOMO and LUMO (eV): 9.781
SMILES string: NC(CO)CO.O
E_HOMO (eV): -9.31
Total charge: 0

Each line ends with the natural charge from an NBO analysis.
CARTESIAN COORDINATES (ANGSTROEM)
C (-0.7395, 1.6017, 0.9070)  -0.0761
O (-0.1109, 2.5320, 1.7875)  -0.7299
C (0.0685, 0.3305, 0.8248)  -0.0949
C (-0.5500, -0.7080, -0.0830)  -0.0701
O (-0.4029, -0.2615, -1.4269)  -0.7188
N (1.5014, 0.5262, 0.5479)  -0.8247
H (-1.7534, 1.4424, 1.2690)  0.1624
H (-0.8576, 2.0562, -0.0880)  0.1686
H (-0.8323, 2.9406, 2.2711)  0.4731
H (-0.0114, -0.1005, 1.8350)  0.1787
H (-1.6053, -0.8798, 0.1694)  0.1650
H (-0.0680, -1.6592, 0.1306)  0.1642
H (-0.7219, -0.9611, -2.0009)  0.4659
H (1.5944, 0.3885, -0.4526)  0.3645
H (1.7181, 1.4960, 0.7320)  0.3698
H (1.5680, -3.0447, -1.6627)  0.4802
H (0.1268, -2.8673, -2.3036)  0.4612
O (1.0761, -2.8320, -2.4564)  -0.9391

***

Energies, relative to the best one, in hartree: i 0.0000; ii 0.0804; iii 0.0553; iv 0.0104.

***

i.
# C3H11NO3

3 unconnected molecules or ions with the total composition C3H11NO3 (ωB97M-V/def2-TZVPD, the OMol25 dataset).

Values from the calculation:
Gap between HOMO and LUMO (eV): 10.086
SMILES string: NCCC=O.O.O
E_HOMO (eV): -9.55
Total charge: 0

Each line ends with the natural charge from an NBO analysis.
CARTESIAN COORDINATES (ANGSTROEM)
C (0.7698, -1.9910, -0.7542)  -0.2229
C (0.2166, -0.5743, -0.4017)  -0.5341
C (1.3310, 0.4291, -0.0010)  0.4569
O (1.0437, 1.3539, 0.7066)  -0.5419
N (1.9657, -2.4434, -0.0435)  -0.8408
H (1.0387, -1.9413, -1.8164)  0.1795
H (-0.0018, -2.7594, -0.7799)  0.2121
H (-0.6382, -0.5847, 0.2694)  0.2221
H (-0.1718, -0.2108, -1.3574)  0.2450
H (2.3425, 0.2201, -0.4148)  0.1122
H (1.6853, -2.8721, 0.8319)  0.3548
H (2.6797, -1.7799, 0.2010)  0.3559
H (-0.7080, 2.2336, 1.8144)  0.4778
H (-1.4368, 2.8589, 0.7615)  0.4588
O (-1.3355, 2.9623, 1.7258)  -0.9378
H (-3.4509, 0.6132, -1.7259)  0.4824
H (-3.2013, -0.0683, -0.2866)  0.4814
O (-2.9204, -0.0243, -1.2147)  -0.9616

***

ii.
# C3H11NO3

2 unconnected molecules or ions with the total composition C3H11NO3 (ωB97M-V/def2-TZVPD, the OMol25 dataset).

Values from the calculation:
Gap between HOMO and LUMO (eV): 10.351
SMILES string: OCCNCO.O
E_HOMO (eV): -9.62
Total charge: 0

Each line ends with the natural charge from an NBO analysis.
CARTESIAN COORDINATES (ANGSTROEM)
C (1.1602, 0.2005, 0.6238)  -0.2480
C (2.2089, -0.3938, -0.2805)  -0.0638
O (1.7752, -0.1657, -1.6196)  -0.7338
N (-0.1384, -0.3996, 0.3144)  -0.6197
C (-1.1260, -0.0904, 1.2954)  0.0869
O (-1.2273, 1.3280, 1.4975)  -0.7495
H (1.1788, 1.2765, 0.4770)  0.1918
H (1.4200, -0.0163, 1.6641)  0.1979
H (3.1845, 0.0558, -0.1270)  0.1633
H (2.2800, -1.4703, -0.0908)  0.1618
H (2.3548, -0.6625, -2.2033)  0.4716
H (-0.4697, 0.0238, -0.5483)  0.3560
H (-0.8660, -0.5571, 2.2532)  0.1530
H (-2.0894, -0.4790, 0.9515)  0.1597
H (-2.1386, 1.4955, 1.7669)  0.4699
H (-2.0993, -0.6150, -2.3879)  0.4752
H (-2.5837, 0.4856, -1.4015)  0.4668
O (-2.8239, -0.0159, -2.1849)  -0.9391

***

Energies, relative to the best one, in hartree: i 0.0102; ii 0.0000.